1.
ORCA calculation (the ωB97M-V functional and the def2-TZVPD basis) on a cluster of 8 separate species, C22H45BrNO29S7 in total at a distorted geometry.

Properties
F_max = 2.48 eV/Å
Frontier orbital gap = 9.7 eV
HOMO = -12.37 eV

The geometry in ORCA input format:
```
! RIJCOSX wB97M-V def2-TZVPD def2/J DEFGRID3
* xyz 1 1
C 1.291 -2.764 -0.104
C 1.634 -4.220 -0.474
C 3.143 -4.408 -0.155
C 0.830 -5.160 0.434
C -0.633 -5.434 0.007
Br -0.936 -7.394 0.135
C -1.644 -4.859 0.991
N -1.750 -3.365 0.819
C -2.035 -3.003 -0.614
C -1.963 -4.196 -1.542
O -0.883 -5.081 -1.312
H 0.932 -2.714 0.921
H 2.150 -2.114 -0.193
H 0.562 -2.371 -0.810
H 1.501 -4.428 -1.529
H 3.516 -3.535 0.364
H 3.705 -4.515 -1.080
H 3.341 -5.307 0.424
H 1.362 -6.097 0.543
H 0.827 -4.716 1.430
H -2.636 -5.290 0.927
H -1.280 -5.055 1.993
H -2.528 -3.039 1.387
H -0.917 -2.885 1.172
H -3.054 -2.628 -0.656
H -1.408 -2.172 -0.895
H -2.913 -4.731 -1.589
H -1.818 -3.782 -2.535
C 7.423 -1.271 -0.278
C 7.167 -2.148 -1.485
O 5.735 -2.267 -1.528
S 5.064 -0.919 -0.993
O 4.704 -0.108 -2.102
O 4.109 -1.265 -0.007
O 6.363 -0.302 -0.320
H 7.343 -1.829 0.655
H 8.383 -0.766 -0.319
H 7.616 -3.133 -1.400
H 7.502 -1.671 -2.408
C -2.476 1.705 -1.340
C -3.696 1.110 -0.671
O -3.145 0.120 0.239
S -1.738 0.647 0.788
O -1.901 1.261 2.053
O -0.781 -0.397 0.623
O -1.496 1.772 -0.289
H -2.100 1.054 -2.131
H -2.646 2.694 -1.736
H -4.380 0.643 -1.374
H -4.235 1.847 -0.075
C 3.093 1.634 4.612
C 2.018 1.889 3.585
O 2.349 1.001 2.507
S 3.013 -0.331 3.081
O 2.020 -1.347 3.174
O 4.201 -0.563 2.346
O 3.318 0.207 4.545
H 4.025 2.139 4.358
H 2.786 1.923 5.609
H 2.008 2.915 3.231
H 1.030 1.622 3.965
C -0.911 4.695 5.694
C -0.135 5.776 4.972
O 0.925 6.107 5.886
S 1.369 4.818 6.703
O 2.512 4.232 6.089
O 1.370 5.130 8.082
O 0.106 3.908 6.343
H -1.567 5.110 6.459
H -1.488 4.069 5.019
H -0.729 6.660 4.761
H 0.309 5.406 4.046
C -0.875 5.369 0.046
C 0.073 4.542 0.889
O 0.333 5.368 2.035
S -0.966 6.230 2.387
O -1.693 5.578 3.417
O -0.577 7.586 2.510
O -1.735 6.003 1.008
H -0.344 6.141 -0.513
H -1.454 4.759 -0.637
H 1.004 4.313 0.378
H -0.394 3.616 1.229
C -0.470 3.662 -6.217
C 0.461 2.832 -5.356
O 0.694 3.663 -4.204
S -0.600 4.526 -3.888
O -1.348 3.887 -2.855
O -0.225 5.883 -3.755
O -1.348 4.298 -5.267
H 0.066 4.438 -6.762
H -1.050 3.063 -6.911
H 1.404 2.603 -5.841
H -0.014 1.907 -5.024
C -6.445 -5.076 -3.460
C -5.793 -5.372 -4.795
O -5.554 -4.070 -5.359
S -5.235 -3.028 -4.210
O -3.825 -2.886 -4.083
O -6.077 -1.901 -4.361
O -5.745 -3.909 -2.979
H -7.500 -4.822 -3.571
H -6.340 -5.889 -2.749
H -6.426 -5.951 -5.459
H -4.833 -5.877 -4.673
*
```

---

2.
ORCA calculation (the ωB97M-V functional and the def2-TZVPD basis) on an isolated molecule of C18H20ClNO2 at a distorted geometry.

Properties
Relative energy (zero: lowest compared OMol25 entry of this formula, charge and spin) = 13.669 eV
F_max = 15.78 eV/Å
Frontier orbital gap = 6.6 eV
HOMO = -7.48 eV
Structure (SMILES) = CCCOc1ccc(C(=O)CCNc2cccc(Cl)c2)cc1

The geometry in ORCA input format:
```
! RIJCOSX wB97M-V def2-TZVPD def2/J DEFGRID3
* xyz 0 1
C -8.099 -0.477 -2.231
C -6.944 0.329 -1.581
C -6.886 0.051 -0.123
O -6.052 0.699 0.604
C -4.763 0.271 0.412
C -4.007 1.224 1.335
C -2.685 0.980 1.473
C -2.035 0.051 0.503
C -2.903 -0.796 -0.189
C -4.176 -0.663 -0.140
H -4.883 -1.099 -0.685
H -2.547 -1.555 -0.752
C -0.527 -0.311 0.596
O 0.176 0.818 1.238
C 0.028 -1.431 0.025
C 1.426 -1.662 0.692
N 2.373 -0.779 0.028
C 3.670 -0.738 0.040
C 4.530 -1.760 0.096
C 5.773 -1.832 0.167
C 6.464 -0.735 -0.349
C 5.679 0.538 -0.296
C 4.418 0.595 -0.289
H 3.831 1.459 -0.322
Cl 6.649 2.072 -1.071
H 7.668 -0.717 -0.352
H 6.349 -2.987 0.209
H 3.951 -2.620 0.377
H 1.888 0.279 0.231
H 1.598 -1.663 1.737
H 1.828 -2.500 0.157
H -0.052 -1.391 -1.064
H -0.528 -2.221 0.515
H -1.970 1.644 1.836
H -4.438 2.067 1.818
H -7.964 0.388 0.412
H -6.820 -1.105 -0.146
H -7.329 1.423 -1.388
H -6.135 0.224 -2.015
H -9.250 -0.183 -1.789
H -7.844 -1.617 -2.096
H -8.320 -0.119 -3.125
*
```

---

3.
ORCA calculation (the ωB97M-V functional and the def2-TZVPD basis) on an isolated molecule of C4H6ClN at a distorted geometry.

Properties
Relative energy (zero: lowest compared OMol25 entry of this formula, charge and spin) = 4.983 eV
F_max = 3.70 eV/Å
Frontier orbital gap = 9.3 eV
HOMO = -9.42 eV

The geometry in ORCA input format:
```
! RIJCOSX wB97M-V def2-TZVPD def2/J DEFGRID3
* xyz 0 1
C 0.654 -0.715 -0.558
C 1.815 -1.409 -1.614
C 0.325 0.691 -0.930
C -0.117 -1.024 0.815
N 0.565 -1.527 -1.678
Cl -0.792 -2.157 -2.671
H 0.872 1.288 -0.331
H -0.783 0.975 -0.752
H 0.749 0.754 -2.006
H -0.828 -1.810 0.543
H -0.630 -0.117 1.066
H 0.675 -1.306 1.507
*
```

---

4.
ORCA calculation (the ωB97M-V functional and the def2-TZVPD basis) on an isolated molecule of C3H8N2 at a distorted geometry.

Properties
Relative energy (zero: lowest compared OMol25 entry of this formula, charge and spin) = 2.733 eV
F_max = 3.49 eV/Å
Frontier orbital gap = 9.9 eV
HOMO = -8.75 eV
Structure (SMILES) = CC/C=N/N

The geometry in ORCA input format:
```
! RIJCOSX wB97M-V def2-TZVPD def2/J DEFGRID3
* xyz 0 1
C -1.484 1.172 1.189
C -1.153 0.624 -0.144
C 0.286 0.349 -0.533
H -2.652 1.274 1.231
H -1.076 2.130 1.385
H -1.294 0.501 2.053
H -1.614 -0.410 -0.175
H -1.601 1.427 -0.778
H 1.085 1.089 -0.667
H 2.528 -0.690 -0.305
H 1.933 -2.284 0.032
N 0.579 -0.882 -0.349
N 1.822 -1.391 -0.487
*
```

---

- The lowest frontier orbital gap belongs to which entry?
  C18H20ClNO2